Record 1
Below is a cluster of 13 separate species, C55H76B2F4NO29S3 in total at a distorted geometry, with properties calculated with the ωB97M-V functional and the def2-TZVPD basis.

Cartesian coordinates (Å):
C -0.197 3.515 0.046
C 0.055 2.325 -0.926
N -0.067 0.906 -0.233
C -1.578 0.789 0.156
C 0.160 -0.214 -1.269
C 1.530 -0.081 -1.929
C 0.889 0.831 0.971
C 1.176 -0.583 1.616
O 0.014 -1.301 2.019
C 0.438 -2.642 2.433
H 0.534 3.621 0.847
H -1.186 3.419 0.494
H -0.144 4.503 -0.412
H 1.089 2.421 -1.256
H -0.590 2.352 -1.804
H -2.076 1.015 -0.787
H -1.703 1.464 1.002
H -1.797 -0.159 0.648
H -0.556 -0.228 -2.091
H 0.053 -1.156 -0.731
H 1.593 0.725 -2.659
H 1.736 -1.049 -2.386
H 2.379 0.015 -1.252
H 0.456 1.504 1.711
H 1.809 1.310 0.637
H 1.879 -0.328 2.408
H 1.813 -1.106 0.902
H -0.195 -3.403 1.977
H 0.411 -2.661 3.522
H 1.422 -2.955 2.082
O -4.712 6.825 4.612
C -3.916 6.081 4.044
O -3.163 5.132 4.621
B -2.411 4.377 3.590
O -2.926 4.892 2.284
C -3.747 5.884 2.478
O -4.268 6.607 1.634
O -2.719 2.954 3.724
C -1.598 2.288 3.911
O -1.545 1.140 4.060
C -0.440 3.277 3.850
O -0.948 4.490 3.759
O 0.748 2.919 3.751
O 6.770 -6.426 1.505
C 5.879 -5.627 1.163
O 6.050 -4.385 0.686
B 4.741 -3.827 0.335
O 3.726 -4.778 0.858
C 4.309 -5.840 1.301
O 3.802 -6.827 1.767
O 4.582 -3.636 -1.144
C 4.376 -2.322 -1.302
O 4.242 -1.715 -2.388
C 4.376 -1.607 0.049
O 4.579 -2.503 0.951
O 4.305 -0.391 0.250
F -6.009 -3.592 0.834
C -5.751 -2.674 -0.151
C -4.396 -2.533 -0.457
C -4.110 -1.770 -1.575
C -5.120 -1.130 -2.354
C -6.457 -1.230 -1.943
C -6.765 -2.017 -0.887
H -3.656 -3.007 0.170
H -3.061 -1.763 -1.832
H -4.833 -0.573 -3.233
H -7.139 -0.633 -2.531
H -7.793 -2.069 -0.558
F 1.331 -3.168 -7.243
C 1.598 -1.917 -6.750
C 0.762 -0.907 -7.115
C 1.030 0.393 -6.587
C 2.108 0.515 -5.657
C 2.950 -0.565 -5.348
C 2.596 -1.834 -5.792
H 0.080 -0.984 -7.948
H 0.519 1.301 -6.870
H 2.326 1.521 -5.330
H 3.818 -0.321 -4.753
H 3.206 -2.673 -5.491
F 4.369 1.933 -4.338
C 3.954 2.633 -3.264
C 4.246 2.196 -1.984
C 3.854 2.923 -0.889
C 3.220 4.158 -1.019
C 2.898 4.581 -2.308
C 3.218 3.848 -3.426
H 4.806 1.284 -1.838
H 3.957 2.476 0.089
H 2.928 4.679 -0.120
H 2.283 5.465 -2.389
H 2.873 4.241 -4.372
F -0.862 -3.552 -0.326
C -0.058 -3.902 -1.351
C 1.038 -4.637 -1.059
C 1.842 -5.171 -2.002
C 1.593 -4.798 -3.360
C 0.458 -4.135 -3.681
C -0.415 -3.715 -2.699
H 1.378 -4.942 -0.080
H 2.659 -5.816 -1.712
H 2.153 -5.219 -4.182
H 0.248 -3.999 -4.732
H -1.369 -3.256 -2.913
C -1.578 2.386 -4.757
S -2.150 0.615 -4.647
O -2.577 0.606 -3.201
C -3.616 0.870 -5.648
H -2.371 3.003 -4.335
H -1.318 2.707 -5.766
H -0.701 2.426 -4.111
H -4.052 -0.104 -5.870
H -3.318 1.338 -6.586
H -4.343 1.472 -5.104
C 1.794 0.966 5.771
S 2.130 2.254 7.013
O 1.348 2.038 8.300
C 3.921 1.873 7.193
H 2.247 1.115 4.791
H 0.743 0.698 5.672
H 2.229 0.023 6.103
H 4.252 1.777 6.159
H 4.009 0.936 7.744
H 4.599 2.641 7.564
C -1.747 7.115 -3.772
S -2.259 5.452 -3.032
O -1.014 4.610 -2.992
C -2.734 5.968 -1.344
H -0.730 7.334 -3.446
H -2.344 8.000 -3.552
H -1.708 7.125 -4.861
H -3.450 6.787 -1.281
H -1.859 6.328 -0.804
H -3.177 5.100 -0.855
C -4.513 2.392 -1.556
O -5.226 2.948 -0.505
C -5.284 2.296 0.731
O -4.662 1.250 1.020
O -5.952 3.069 1.538
C -6.052 2.671 2.920
H -4.315 1.341 -1.345
H -3.677 3.072 -1.717
H -5.199 2.457 -2.400
H -6.445 3.537 3.452
H -5.062 2.380 3.272
H -6.778 1.897 3.168
C 0.405 -7.747 2.106
O -1.020 -7.836 1.991
C -1.832 -6.809 2.398
O -1.432 -5.757 2.928
O -3.047 -7.129 2.194
C -4.055 -6.195 2.559
H 1.011 -8.459 1.546
H 0.758 -7.779 3.137
H 0.708 -6.746 1.799
H -5.045 -6.641 2.468
H -3.997 -5.244 2.028
H -3.976 -6.050 3.636
C 4.204 -2.885 6.695
O 5.014 -2.096 5.881
C 4.550 -1.387 4.879
O 3.407 -1.550 4.418
O 5.605 -0.568 4.460
C 5.482 0.326 3.353
H 3.958 -3.800 6.156
H 3.259 -2.441 7.006
H 4.682 -3.022 7.665
H 4.518 0.829 3.282
H 5.508 -0.266 2.438
H 6.332 1.009 3.322

E_tot: -6022.1742 hartree
Max |F|: 5.121 eV/Å
HOMO energy: -6.66 eV
Net charge: -1

Mulliken atomic charge list, values in e, 99 entries: C -1.0425; C 2.4283; N 0.8300; C -0.1482; C 1.0880; C 0.0544; C -0.2287; C 0.1424; O -0.3575; C -0.3566; H 0.2810; H -0.0227; H 0.4140; H -1.0894; H -0.5852; H 0.0613; H -0.4534; H 0.4398; H -0.0163; H -0.4910; H -0.4331; H 0.5389; H -0.8448; H -0.0104; H 0.1128; H 0.2491; H -0.1740; H -0.0958; H 0.3935; H 0.1492; O -0.6274; C 0.2419; O -0.6485; B 1.2923; O -0.0441; C 0.6392; O -0.6586; O -0.5970; C 0.6183; O -0.5486; C 0.5258; O -0.5433; O -0.5843; O -0.6428; C 0.3765; O -0.6243; B 1.1123; O 0.0438; C 0.4744; O -0.6533; O -0.4651; C -0.1951; O -0.5336; C 1.0074; O -0.3842; O -0.3758; F -0.2898; C 0.5030; C -0.5388; C 0.1631; C -0.6908; C -0.3682; C -0.8506; H 0.5607; H 0.3582; H 0.2571; H 0.4140; H 0.3743; F -0.3999; C 0.0783; C -0.4958; C -0.6849; C -0.0436; C -0.6326; C -0.1229; H 0.4956; H 0.5436; H 0.3250; H 0.4004; H 0.5266; F -0.4055; C 0.9097; C -0.9463; C -0.1698; C -0.9346; C -0.2361; C -0.4487; H 0.4878; H 0.4948; H 0.4596; H 0.3533; H 0.4678; F -0.2005; C 0.1365; C 0.3985; C -1.0487; C -0.5509; C -0.6650; C -0.4356



Record 2
Below is a structure of composition C55H79BN7O2RbS3 at a distorted geometry, with properties calculated with the ωB97M-V functional and the def2-TZVPD basis.

Cartesian coordinates (Å):
Rb -0.015 0.461 0.249
C -3.882 -2.329 -2.689
C -2.569 -2.859 -2.213
C -1.841 -3.718 -2.949
C -0.586 -4.219 -2.473
N -0.129 -3.875 -1.323
N -0.846 -2.999 -0.553
B -0.201 -2.862 0.766
N -1.042 -2.836 1.979
N -2.083 -3.700 1.847
C -2.913 -3.798 2.825
C -2.744 -3.014 4.015
C -1.702 -2.173 4.159
C -1.512 -1.324 5.373
C -0.751 -2.066 3.067
S 0.575 -1.059 3.088
C -4.086 -4.751 2.678
C -5.390 -3.958 2.839
C -4.073 -5.418 1.305
C -3.985 -5.823 3.772
N 1.226 -3.247 0.928
N 1.313 -4.180 1.916
C 2.475 -4.648 2.213
C 3.646 -4.196 1.524
C 3.569 -3.271 0.548
C 4.776 -2.758 -0.164
C 2.264 -2.734 0.209
S 2.038 -1.560 -0.949
C 2.569 -5.686 3.318
C 3.505 -5.158 4.414
C 1.195 -5.965 3.921
C 3.141 -6.981 2.723
C -2.044 -2.417 -0.931
S -2.831 -1.275 -0.020
C 0.292 -5.186 -3.270
C -0.352 -5.556 -4.606
C 0.501 -6.459 -2.441
C 1.643 -4.511 -3.529
H -4.144 -2.769 -3.650
H -3.841 -1.244 -2.785
H -4.665 -2.545 -1.960
H -2.209 -4.028 -3.917
H -3.480 -3.090 4.806
H -2.239 -1.582 6.142
H -1.625 -0.271 5.108
H -0.501 -1.434 5.765
H -5.455 -3.163 2.093
H -5.477 -3.505 3.829
H -6.244 -4.625 2.705
H -4.141 -4.676 0.506
H -4.928 -6.093 1.230
H -3.158 -5.991 1.147
H -4.027 -5.387 4.772
H -3.049 -6.380 3.683
H -4.814 -6.528 3.679
H 4.614 -4.591 1.809
H 5.668 -3.296 0.155
H 4.901 -1.693 0.040
H 4.654 -2.849 -1.243
H 3.125 -4.223 4.831
H 4.515 -4.978 4.040
H 3.577 -5.889 5.221
H 0.762 -5.061 4.354
H 1.298 -6.715 4.707
H 0.498 -6.338 3.168
H 4.139 -6.831 2.306
H 2.494 -7.361 1.929
H 3.215 -7.746 3.499
H -1.318 -6.050 -4.472
H 0.301 -6.249 -5.138
H -0.494 -4.681 -5.245
H -0.451 -6.951 -2.228
H 0.985 -6.223 -1.492
H 1.133 -7.159 -2.994
H 1.522 -3.601 -4.122
H 2.298 -5.194 -4.075
H 2.123 -4.232 -2.590
C -0.351 6.566 -5.288
C 0.852 5.909 -4.593
C 1.890 5.511 -5.651
C 1.484 6.937 -3.657
C 0.383 4.669 -3.837
C 0.546 4.493 -2.507
C 0.146 3.273 -1.856
N 0.298 3.000 -0.566
C 0.518 3.843 0.447
C 0.215 5.239 0.427
C 0.411 6.026 1.513
C 0.943 5.398 2.683
C 1.223 4.070 2.828
C 1.049 3.199 1.669
O 1.371 1.991 1.638
C 1.752 3.598 4.196
C 0.836 4.122 5.315
C 3.166 4.163 4.401
C 1.822 2.077 4.362
C 0.060 7.518 1.469
C 0.996 8.224 0.478
C -1.391 7.707 1.004
C 0.210 8.191 2.835
C -0.408 2.161 -2.650
O -0.715 1.081 -2.112
C -0.622 2.409 -4.079
C -0.241 3.607 -4.588
C -1.236 1.302 -4.936
C -0.337 0.054 -4.897
C -2.632 0.945 -4.401
C -1.389 1.723 -6.398
H -0.039 7.480 -5.800
H -1.122 6.826 -4.559
H -0.801 5.905 -6.032
H 2.230 6.393 -6.201
H 1.478 4.805 -6.376
H 2.758 5.043 -5.182
H 1.809 7.806 -4.235
H 2.357 6.534 -3.141
H 0.769 7.283 -2.907
H 1.077 5.223 -1.915
H -0.265 5.639 -0.457
H 1.110 6.031 3.545
H 0.824 5.211 5.379
H 1.181 3.741 6.281
H -0.190 3.781 5.160
H 3.171 5.255 4.357
H 3.842 3.791 3.628
H 3.559 3.858 5.376
H 0.845 1.611 4.231
H 2.170 1.859 5.377
H 2.498 1.613 3.649
H 0.886 7.809 -0.527
H 2.040 8.100 0.777
H 0.774 9.294 0.431
H -1.549 7.314 -0.001
H -1.647 8.770 0.989
H -2.083 7.196 1.678
H 1.242 8.163 3.192
H -0.428 7.723 3.589
H -0.082 9.240 2.754
H -0.381 3.778 -5.648
H -0.213 -0.308 -3.877
H 0.650 0.279 -5.310
H -0.784 -0.742 -5.501
H -2.577 0.616 -3.364
H -3.068 0.147 -5.010
H -3.295 1.813 -4.454
H -0.424 1.935 -6.866
H -2.026 2.605 -6.502
H -1.857 0.909 -6.955

E_tot: -3920.5451 hartree
Max |F|: 1.207 eV/Å
HOMO energy (alpha / beta): -6.23 / -6.15 eV
Net charge: 0
Energy above the lowest of the compared OMol25 structures with the same formula, charge and spin: 19.4 kcal per mole

Mulliken atomic charge list, values in e, 99 entries: Rb 1.2592; C -1.8015; C -0.3411; C -0.4163; C -0.2679; N -0.5916; N 0.9453; B -1.3543; N 0.7683; N -0.5955; C 0.0035; C -0.3776; C -0.0009; C -1.8097; C 0.4211; S -0.0365; C 2.1616; C -1.6332; C -1.7310; C -1.6856; N 0.8255; N -0.6410; C -0.0198; C -0.2068; C -0.2756; C -1.7566; C 0.6244; S -0.2059; C 2.2160; C -1.6877; C -1.9097; C -1.7029; C 1.8295; S -0.2280; C 2.2828; C -2.2600; C -1.6434; C -1.3194; H 0.4293; H 0.2575; H 0.3298; H 0.5480; H 0.3698; H 0.4178; H 0.3087; H 0.3660; H 0.3031; H 0.3339; H 0.4810; H 0.1588; H 0.5106; H 0.3205; H 0.3344; H 0.3122; H 0.4599; H 0.3770; H 0.4209; H 0.3137; H 0.3071; H 0.3316; H 0.3373; H 0.4654; H 0.2511; H 0.5120; H 0.3473; H 0.3311; H 0.3333; H 0.4631; H 0.4319; H 0.4254; H 0.3898; H 0.3666; H 0.2528; H 0.4362; H 0.2674; H 0.4348; H 0.1427; C -1.7791; C 1.9097; C -1.7053; C -2.1342; C -0.7524; C 0.1913; C -1.6388; N 0.0911; C -1.1423; C 0.2913; C -0.7985; C 0.0368; C -0.1544; C 0.8679; O -1.0648; C 2.2574; C -1.8124; C -1.7272; C -2.0524; C 2.0265; C -1.2125; C -1.6930



Record 3
Below is a structure of composition C55H84Cl23IO7S at a distorted geometry, with properties calculated with the ωB97M-V functional and the def2-TZVPD basis.

Cartesian coordinates (Å):
C 1.843 -1.831 -1.389
C 0.374 -2.086 -1.757
C -0.536 -1.535 -0.644
C -0.136 -0.116 -0.327
C 0.603 0.163 0.825
O 0.909 -0.910 1.626
C 0.342 -0.941 2.939
C -1.040 -0.347 2.970
O -1.776 -0.999 1.966
C -2.863 -0.258 1.430
C -4.007 -0.027 2.398
C 1.086 1.448 1.112
C 2.006 1.635 2.288
C 3.327 0.846 2.043
C 4.473 1.767 1.549
C 5.609 1.860 2.522
O 5.688 2.718 3.357
O 6.603 0.926 2.371
C 6.475 -0.267 3.157
C 7.242 -0.200 4.463
C 0.746 2.484 0.236
I 1.445 4.444 0.593
C -0.019 2.245 -0.901
C -0.449 0.936 -1.182
C -1.236 0.732 -2.439
O -2.210 0.019 -2.494
C -0.767 1.531 -3.602
C -0.353 2.826 -3.315
C 0.081 3.658 -4.322
C 0.081 3.220 -5.643
C 0.532 4.200 -6.684
C 2.069 4.198 -6.864
C 2.831 5.054 -5.943
O 2.809 3.583 -5.855
C -0.342 1.911 -5.922
S -0.352 1.348 -7.614
C -0.757 1.036 -4.907
C -1.192 -0.375 -5.165
C -2.623 -0.502 -5.701
C -2.755 -1.395 -6.919
Cl -2.151 -3.046 -6.590
C -0.403 3.284 -1.902
O -0.781 4.396 -1.618
H 2.142 -0.840 -1.730
H 1.945 -1.889 -0.309
H 2.517 -2.569 -1.807
H 0.172 -3.149 -1.888
H 0.158 -1.591 -2.702
H -1.591 -1.554 -0.900
H -0.410 -2.145 0.243
H 0.275 -1.991 3.218
H 1.010 -0.475 3.665
H -1.468 -0.548 3.960
H -1.042 0.743 2.863
H -3.219 -0.851 0.591
H -2.493 0.687 1.017
H -4.644 0.764 2.006
H -3.673 0.305 3.380
H -4.620 -0.916 2.526
H 1.532 1.274 3.196
H 2.233 2.678 2.460
H 3.143 0.090 1.288
H 3.581 0.355 2.978
H 4.111 2.774 1.360
H 4.842 1.389 0.598
H 5.435 -0.495 3.385
H 6.836 -1.099 2.554
H 8.316 -0.236 4.304
H 6.939 -1.070 5.042
H 6.946 0.691 5.009
H 0.407 4.663 -4.099
H 0.106 3.977 -7.657
H 0.258 5.197 -6.351
H 2.418 4.121 -7.891
H 3.885 5.239 -6.089
H 2.276 5.504 -5.137
H 0.972 1.275 -7.799
H -0.498 -0.814 -5.883
H -1.094 -0.974 -4.269
H -3.037 0.467 -5.981
H -3.238 -0.956 -4.927
H -2.222 -1.000 -7.778
H -3.798 -1.507 -7.198
Cl -5.508 -0.004 -0.815
C -6.989 0.876 -1.270
C -7.323 1.944 -0.262
Cl -7.803 1.239 1.303
H -7.792 0.150 -1.364
H -6.812 1.332 -2.243
H -8.157 2.544 -0.620
H -6.472 2.597 -0.084
Cl -9.278 -1.713 4.204
C -9.385 -0.439 5.450
C -8.503 0.738 5.127
Cl -6.770 0.334 5.256
H -9.127 -0.883 6.410
H -10.424 -0.115 5.485
H -8.695 1.544 5.834
H -8.682 1.108 4.121
Cl -4.250 -2.730 -3.060
C -5.221 -1.428 -2.322
C -6.474 -1.147 -3.112
Cl -6.090 -0.403 -4.691
H -4.589 -0.545 -2.248
H -5.489 -1.756 -1.320
H -7.101 -0.441 -2.571
H -7.040 -2.049 -3.305
Cl 6.899 -0.956 7.769
C 6.137 -2.246 8.733
C 5.859 -3.472 7.902
Cl 4.588 -3.185 6.684
H 5.225 -1.844 9.166
H 6.825 -2.499 9.538
H 5.511 -4.279 8.544
H 6.751 -3.802 7.376
Cl 3.158 -5.486 3.354
C 1.836 -4.730 2.425
C 1.873 -5.097 0.965
Cl 3.269 -4.378 0.132
H 1.913 -3.653 2.554
H 0.901 -5.073 2.866
H 0.978 -4.711 0.477
H 1.912 -6.173 0.821
Cl 3.121 -3.802 -3.931
C 4.673 -2.962 -4.186
C 5.867 -3.836 -3.912
Cl 6.078 -4.226 -2.180
H 4.677 -2.074 -3.557
H 4.693 -2.650 -5.229
H 6.764 -3.305 -4.217
H 5.808 -4.773 -4.459
Cl -9.327 -1.299 8.751
C -9.958 -2.771 9.539
C -9.310 -4.015 8.990
Cl -9.785 -4.315 7.300
H -11.035 -2.787 9.394
H -9.748 -2.682 10.603
H -9.626 -4.877 9.574
H -8.227 -3.945 9.024
Cl -6.030 -3.077 1.275
C -7.804 -3.157 1.426
C -8.441 -3.863 0.258
Cl -8.293 -2.920 -1.250
H -8.175 -2.140 1.524
H -8.023 -3.700 2.343
H -9.504 -4.000 0.448
H -7.988 -4.835 0.084
Cl -1.601 6.673 -4.612
C -0.736 7.712 -3.449
C 0.148 8.717 -4.145
Cl 1.541 7.943 -4.952
H -0.170 7.065 -2.782
H -1.493 8.236 -2.868
H 0.554 9.416 -3.416
H -0.402 9.276 -4.897
Cl 5.453 0.393 -1.706
C 6.872 -0.447 -1.017
C 8.104 -0.278 -1.869
Cl 7.944 -1.146 -3.423
H 6.610 -1.496 -0.903
H 7.051 -0.018 -0.030
H 8.965 -0.696 -1.356
H 8.309 0.765 -2.086
Cl 10.529 2.231 -2.171
C 10.447 2.717 -0.455
C 11.336 1.875 0.424
Cl 10.755 0.195 0.575
H 9.408 2.658 -0.140
H 10.767 3.756 -0.406
H 11.353 2.293 1.429
H 12.352 1.840 0.041

E_tot: -13952.9636 hartree
Max |F|: 10.338 eV/Å
HOMO energy: -8.60 eV
Net charge: 0

Mulliken atomic charge list, values in e, 99 entries: C -0.2349; C 0.7655; C -1.4150; C 0.5049; C -0.4142; O -0.1717; C -1.2032; C -0.5905; O -0.3817; C 0.4384; C -1.1395; C 1.5324; C -2.4372; C 0.2247; C 0.6394; C 0.0693; O -0.6013; O -0.1677; C 0.0605; C -1.1018; C -0.3653; I -0.0182; C 1.2997; C 0.5110; C -0.2039; O -0.3713; C -0.2550; C 0.4043; C -0.5314; C 0.7461; C -1.8236; C 0.4264; C -0.4516; O -0.3739; C 1.1210; S -0.2815; C -0.1318; C -0.7207; C 0.3145; C -0.7822; Cl -0.2444; C -1.0569; O -0.5425; H 0.1586; H -0.2391; H -0.0018; H 0.5581; H -0.6687; H -0.0574; H 0.3466; H 0.6317; H 0.3448; H 0.6192; H 0.3193; H -0.0083; H 0.0863; H 0.2066; H 0.4851; H 0.1464; H 0.3052; H 0.8943; H 0.1165; H 0.2045; H 0.3043; H -0.6072; H -0.0039; H 0.3845; H 0.2722; H 0.2508; H 0.3715; H 0.4082; H 0.6008; H 0.2334; H 0.4447; H 0.3806; H -0.1083; H 0.1732; H 0.9149; H -0.3054; H 0.5582; H -0.6868; H 0.3085; H 0.4164; Cl 0.4108; C -0.7275; C -0.9341; Cl -0.0959; H 0.3578; H 0.4412; H 0.4571; H 0.3557; Cl -0.1567; C -0.0121; C -0.3407; Cl -0.1741; H -0.1634; H 0.3717; H 0.3443; H 0.1634